(1)
Below is C5H6O2S2 in the gas phase at a distorted geometry, with properties calculated with ωB97M-V/def2-TZVPD.

Last column: natural (NBO) charge in e.
Cartesian coordinates (Å):
C (1.092, -0.033, -0.191)  0.4911
C (-1.241, 0.353, 0.845)  0.5042
C (-0.367, 0.066, -0.320)  -0.2675
C (1.883, 0.072, -1.493)  -0.7432
C (-0.808, -0.161, 2.214)  -0.7201
O (1.601, 0.088, 0.896)  -0.5150
O (-2.369, 0.783, 0.625)  -0.5263
S (-1.029, -0.213, -1.887)  0.2261
S (-2.895, -0.380, -2.396)  0.0454
H (1.894, -0.971, -2.055)  0.2458
H (2.827, 0.538, -1.360)  0.2444
H (1.495, 0.534, -2.391)  0.2507
H (-1.872, -0.113, 2.684)  0.2535
H (0.024, 0.471, 2.762)  0.2686
H (-0.235, -1.035, 2.068)  0.2423

2S+1	3
gap between HOMO and LUMO (spin up / spin down)	0.3162 / 0.2214	Ha
LUMO (spin up / spin down)	0.42 / -3.35	eV


(2)
Below is a 2-piece molecular cluster, HI3Si overall at a distorted geometry, with properties calculated with ωB97M-V/def2-TZVPD.

Last column: natural (NBO) charge in e.
Cartesian coordinates (Å):
Si (-0.944, 0.364, 0.845)  0.7297
I (-3.272, 0.178, 0.122)  -0.0834
I (-0.373, 2.583, 1.701)  -0.0864
I (-0.681, -1.505, 3.726)  -0.3985
H (0.007, -0.149, -0.111)  -0.1614

gap between HOMO and LUMO	0.2367	Ha
LUMO	-2.46	eV


(3)
Below is a 4-piece molecular cluster, C2H11N4O overall at a distorted geometry, with properties calculated with ωB97M-V/def2-TZVPD.

Last column: natural (NBO) charge in e.
Cartesian coordinates (Å):
C (4.233, -2.077, -1.482)  -0.5145
C (-1.274, 1.415, 0.170)  0.3874
N (-1.179, 0.654, -0.802)  -0.7172
N (1.790, -0.017, 0.071)  0.2182
N (-1.743, -1.932, -1.044)  -1.0344
N (-0.788, 2.597, 0.363)  -0.7255
O (1.269, 0.538, 0.952)  -0.2157
H (4.920, -2.719, -0.946)  0.1818
H (4.040, -0.992, -1.315)  0.1678
H (-1.680, 1.033, 1.049)  0.2032
H (-1.444, -0.422, -0.924)  0.4507
H (-0.670, 0.923, -1.673)  0.4052
H (-2.784, -2.069, -1.248)  0.3934
H (-1.616, -2.514, -0.273)  0.3917
H (-1.373, -2.405, -1.829)  0.3934
H (3.907, -2.481, -2.507)  0.1657
H (-0.295, 3.243, -0.199)  0.4276
H (-1.325, 3.081, 1.109)  0.4212

gap between HOMO and LUMO (spin up / spin down)	0.3047 / 0.2790	Ha
LUMO (spin up / spin down)	-3.93 / -3.52	eV
net charge	+1


(4)
Below is C12H15BCl2MnN6O2 as an isolated structure at a distorted geometry, with properties calculated with ωB97M-V/def2-TZVPD.

Last column: natural (NBO) charge in e.
Cartesian coordinates (Å):
H (2.810, -1.688, -1.515)  0.2288
N (1.678, 0.082, -1.766)  -0.4457
B (0.884, 2.391, -2.295)  0.5416
N (1.866, 1.229, -2.515)  -0.3154
C (3.004, 1.125, -3.218)  0.0180
Mn (0.275, -0.130, -0.405)  1.5344
H (3.335, 1.954, -3.825)  0.2271
C (3.565, -0.121, -2.956)  -0.3496
H (4.478, -0.500, -3.359)  0.2325
C (2.712, -0.747, -2.029)  -0.0023
H (1.131, 3.353, -2.964)  -0.0235
C (-1.876, 0.007, 2.684)  -0.8563
H (-2.442, -0.846, 3.088)  0.2259
H (-2.028, 0.075, 1.591)  0.2010
H (-2.217, 0.933, 3.176)  0.2131
N (0.931, 2.699, -0.779)  -0.3065
N (-0.535, 1.831, -2.553)  -0.3163
N (0.656, 1.776, 0.222)  -0.4451
N (-0.999, 0.755, -1.817)  -0.4293
C (1.132, 3.903, -0.236)  0.0160
C (-1.519, 2.305, -3.334)  0.0053
H (1.282, 4.725, -0.915)  0.2276
H (-1.323, 3.210, -3.888)  0.2237
C (1.018, 3.797, 1.141)  -0.3536
C (-2.645, 1.503, -3.155)  -0.3549
C (0.700, 2.448, 1.404)  -0.0035
C (-2.279, 0.532, -2.191)  -0.0052
H (1.154, 4.608, 1.830)  0.2336
H (-3.587, 1.640, -3.652)  0.2316
H (0.532, 1.955, 2.353)  0.2289
H (-2.847, -0.285, -1.765)  0.2326
H (-0.815, -0.180, 2.890)  0.2170
Cl (-2.824, -3.558, -0.128)  -0.0135
C (-1.100, -3.995, 0.019)  -0.2936
Cl (-0.459, -4.705, -1.494)  -0.0055
C (-0.335, -2.684, 0.294)  0.7306
O (0.246, -2.403, 1.356)  -0.6578
O (-0.403, -1.914, -0.755)  -0.8319
H (-1.002, -4.709, 0.842)  0.2404

2S+1	6
gap between HOMO and LUMO (spin up / spin down)	0.3347 / 0.3593	Ha
LUMO (spin up / spin down)	0.59 / 0.52	eV


(5)
Below is C4H2LiLuO2 as an isolated structure at a distorted geometry, with properties calculated with ωB97M-V/def2-TZVPD.

Last column: natural (NBO) charge in e.
Cartesian coordinates (Å):
O (-0.648, 1.386, -0.704)  -0.7903
C (-1.404, 0.505, -0.021)  0.2012
C (-1.324, -0.403, 0.820)  -0.2061
C (1.621, 0.239, 0.930)  -1.0531
C (1.939, -0.837, 0.322)  0.5120
O (1.585, -1.878, -0.242)  -0.6918
Li (-0.324, -1.763, -0.996)  0.9764
H (-1.156, 1.876, -1.369)  0.5577
H (-1.778, -1.174, 1.428)  0.3019
Lu (1.489, 2.049, -0.169)  2.1922

gap between HOMO and LUMO	0.2267	Ha
LUMO	-10.11	eV
net charge	+2


(6)
Below is C5H11IN as an isolated structure at a distorted geometry, with properties calculated with ωB97M-V/def2-TZVPD.

Last column: natural (NBO) charge in e.
Cartesian coordinates (Å):
C (1.276, 0.115, 0.422)  -0.1656
C (-0.023, 0.555, 0.108)  -0.1819
C (3.179, 0.513, 0.961)  -0.4429
C (-1.896, -0.830, 0.648)  -0.4154
C (-1.593, 0.380, -1.589)  -0.4274
N (-0.988, -0.343, -0.440)  -0.3530
I (4.526, 0.021, -0.582)  0.2466
H (1.505, -1.005, 0.360)  0.1818
H (3.204, 1.486, 1.262)  0.2007
H (-0.463, 1.508, 0.606)  0.2548
H (3.120, -0.248, 1.746)  0.2248
H (-1.253, -1.170, 1.355)  0.2230
H (-2.350, 0.013, 1.080)  0.2287
H (-2.602, -1.675, 0.494)  0.2558
H (-0.703, 0.507, -2.098)  0.2278
H (-2.412, -0.121, -2.171)  0.2537
H (-2.071, 1.385, -1.414)  0.2541
H (-0.456, -1.091, -0.748)  0.4344

gap between HOMO and LUMO	0.3456	Ha
LUMO	-3.47	eV
net charge	+1